No. 1
{
  "formula": "C6H10NO7P",
  "method": "wB97M-V/def2-TZVPD",
  "elements": ["C", "C", "O", "C", "C", "N", "O", "O", "P", "O", "O", "O", "O", "C", "C", "H", "H", "H", "H", "H", "H", "H", "H", "H", "H"],
  "positions_angstrom": [[-1.2815, 1.2549, 1.4318], [-0.2779, 0.1113, 1.5951], [-0.8510, -1.0268, 2.3454], [0.1118, -0.2959, 0.0725], [0.5418, 0.9444, -0.7615], [1.8028, 1.2149, -0.4614], [2.5509, 0.4886, 0.3177], [2.3093, 2.2583, -0.9682], [-0.4592, 1.8580, -1.9610], [-0.7116, 3.2566, -1.3760], [-0.2325, 1.6602, -3.3963], [-1.9681, 1.1229, -1.6649], [-0.5398, -1.2513, -0.7222], [0.8133, -1.4747, -0.5101], [0.9702, -2.8210, 0.1887], [-2.0476, 0.9366, 0.7048], [-1.8314, 1.4795, 2.3070], [-0.7429, 2.1620, 1.0267], [0.6584, 0.2878, 2.1411], [-1.2948, -1.5412, 1.7734], [-1.8896, 0.1668, -1.7606], [1.3693, -1.2124, -1.4434], [0.2578, -3.5812, -0.1698], [0.7287, -2.7322, 1.2456], [2.0137, -3.2658, 0.0453]],
  "forces_ev_per_angstrom": [[0.94, 0.11, -1.12], [-0.34, -1.94, -1.52], [2.63, 3.36, 2.77], [1.73, 2.01, -0.32], [-0.20, -2.22, 1.52], [1.00, 1.27, -0.40], [-0.79, 0.24, -0.17], [0.53, 0.04, -0.21], [-2.42, 2.79, 2.71], [0.54, -1.56, -0.91], [1.08, -0.55, -1.33], [0.50, -0.22, 0.23], [-3.32, -0.10, -0.04], [0.43, -0.68, 0.05], [1.59, -0.57, -0.17], [0.48, 0.31, -0.03], [-0.20, 0.30, 1.41], [-0.84, -0.91, 0.32], [-0.33, 0.51, -0.48], [-2.52, -2.73, -3.37], [0.14, -0.03, -0.17], [0.11, -0.60, 1.11], [0.13, 0.37, -0.42], [0.36, 0.14, 0.18], [-1.24, 0.69, 0.40]],
  "nbo_charge": [-0.667, 0.080, -0.759, 0.232, -0.471, 0.413, -0.663, -0.593, 2.342, -1.190, -1.174, -1.046, -0.563, 0.079, -0.641, 0.234, 0.183, 0.276, 0.208, 0.451, 0.470, 0.198, 0.189, 0.220, 0.192],
  "charge": -2,
  "spin_multiplicity": 1,
  "smiles": "C[C@@H](O)[C@]1(C(=[N+]([O-])[O-])[P@@](=O)([O-])O)O[C@@H]1C"
}

=====

No. 2
{
  "formula": "C21H48IN4O6PSTa",
  "method": "wB97M-V/def2-TZVPD",
  "elements": ["C", "C", "C", "Ta", "C", "C", "C", "C", "S", "C", "N", "N", "C", "O", "P", "O", "I", "H", "H", "H", "H", "H", "H", "H", "H", "H", "H", "H", "H", "H", "H", "H", "H", "H", "H", "C", "O", "C", "C", "N", "C", "C", "O", "C", "H", "H", "H", "H", "H", "H", "H", "H", "H", "H", "H", "H", "H", "H", "H", "C", "O", "C", "C", "N", "C", "C", "O", "C", "H", "H", "H", "H", "H", "H", "H", "H", "H", "H", "H", "H", "H", "H", "H"],
  "positions_angstrom": [[-3.8329, -3.3251, 4.8846], [-2.6839, -3.6002, 4.2765], [-2.3916, -3.4794, 2.8244], [-1.9323, -1.3160, 2.2415], [-1.7062, -1.7507, -0.0040], [-0.3708, -1.1524, -0.5288], [-0.5615, -0.0770, -1.6032], [-0.4749, 1.3898, -1.1652], [0.9840, 1.7486, -0.1535], [0.3791, 2.9299, 0.9543], [1.0762, 3.8036, 1.6045], [0.1674, 4.5006, 2.3978], [-0.9824, 4.0049, 2.1319], [-0.9394, 3.0108, 1.2196], [-4.4264, -0.5863, 1.8575], [-5.0569, 0.0859, 3.2685], [-5.8868, -2.5310, 1.4825], [-4.6668, -2.9179, 4.3353], [-3.9498, -3.4822, 5.9448], [-1.8640, -3.9414, 4.8986], [-1.4557, -4.0054, 2.6297], [-3.1587, -3.9512, 2.2122], [-1.4302, 0.4167, 1.8125], [-2.1357, -0.6842, 3.9639], [-0.1764, -1.6988, 2.6665], [-2.5458, -1.3767, -0.5883], [-1.6664, -2.8365, -0.0918], [0.2113, -1.9636, -0.9656], [0.2315, -0.7749, 0.2941], [0.1074, -0.2409, -2.4464], [-1.5688, -0.1963, -1.9977], [-1.3831, 1.6874, -0.6573], [-0.3866, 2.0030, -2.0578], [-1.9450, 4.2647, 2.5248], [-5.8771, -0.3615, 3.4937], [0.8056, 5.8070, -1.4863], [1.0926, 5.5348, -2.8484], [0.1619, 4.6648, -3.4745], [-0.6434, 5.4005, -4.5225], [-1.5543, 6.3585, -3.9116], [-2.2215, 7.2496, -4.8517], [-1.3599, 8.2166, -5.6556], [-0.7350, 9.2178, -4.8766], [0.5173, 8.8653, -4.3177], [1.6454, 6.3628, -1.0753], [-0.1015, 6.4138, -1.3803], [0.6864, 4.8856, -0.9130], [-0.4960, 4.1988, -2.7361], [0.7344, 3.8706, -3.9637], [-1.2277, 4.6757, -5.0978], [0.0718, 5.8760, -5.2091], [-1.0424, 6.9147, -3.2392], [-2.9412, 7.8446, -4.2841], [-2.7988, 6.6390, -5.5540], [-2.0201, 8.7458, -6.3486], [-0.6131, 7.6943, -6.2661], [1.0643, 8.1709, -4.9607], [0.4148, 8.4215, -3.3240], [1.1001, 9.7809, -4.2168], [5.8232, -5.5048, 2.1518], [5.1306, -6.3152, 1.2253], [4.6299, -7.5316, 1.7634], [3.1184, -7.5291, 1.8136], [2.6259, -6.5922, 2.8108], [1.1780, -6.3945, 2.8010], [0.5467, -5.7723, 1.5624], [0.9127, -4.4249, 1.3508], [2.0933, -4.2244, 0.6037], [6.2540, -4.6742, 1.5958], [5.1606, -5.1003, 2.9241], [6.6323, -6.0601, 2.6376], [5.0459, -7.7124, 2.7592], [4.9608, -8.3409, 1.1053], [2.7752, -8.5347, 2.0769], [2.7536, -7.3060, 0.8008], [3.0739, -5.6961, 2.6701], [0.9318, -5.7516, 3.6489], [0.6983, -7.3615, 2.9857], [-0.5342, -5.7703, 1.7205], [0.7313, -6.3628, 0.6548], [2.2398, -5.0115, -0.1428], [2.9806, -4.1677, 1.2429], [1.9970, -3.2674, 0.0914]],
  "forces_ev_per_angstrom": [[-0.03, -0.05, 0.01], [-0.05, -0.03, -0.08], [0.56, 0.12, 0.13], [0.87, -1.95, -0.38], [-0.07, 1.02, 0.66], [-0.34, -0.34, -0.09], [-0.06, 0.07, 0.21], [-0.15, -0.11, -0.35], [0.29, -0.10, 0.03], [0.02, 0.18, -0.12], [0.07, -0.20, -0.07], [-0.14, 0.05, 0.06], [0.01, 0.03, 0.01], [-0.04, 0.05, 0.05], [0.02, 0.76, 0.26], [-0.12, -0.31, -0.24], [-0.03, -0.14, 0.00], [-0.21, -0.02, -0.06], [-0.03, 0.07, 0.17], [0.15, -0.01, 0.08], [0.13, -0.04, -0.20], [-0.23, 0.17, -0.13], [0.06, 0.04, -0.06], [-0.25, 0.61, -0.41], [-0.28, 0.16, 0.39], [-0.09, -0.17, -0.25], [-0.22, -0.20, 0.12], [0.11, -0.09, -0.07], [0.18, 0.14, 0.03], [0.26, 0.01, 0.00], [-0.08, 0.03, -0.24], [0.03, -0.03, 0.40], [-0.07, 0.12, -0.10], [-0.10, 0.08, 0.11], [-0.13, 0.08, 0.15], [-0.02, 0.02, -0.06], [-0.08, 0.08, 0.10], [0.15, -0.10, -0.11], [-0.04, 0.13, 0.05], [0.11, 0.04, -0.09], [-0.05, -0.03, 0.15], [-0.09, 0.02, -0.15], [0.07, -0.01, 0.04], [-0.04, 0.12, 0.03], [0.04, -0.02, -0.03], [-0.02, -0.05, 0.06], [0.02, 0.00, 0.02], [-0.05, 0.07, 0.03], [-0.01, -0.02, 0.02], [-0.02, 0.01, -0.02], [0.01, -0.08, -0.05], [-0.01, -0.01, 0.04], [-0.02, 0.01, -0.03], [0.01, -0.01, -0.02], [0.01, 0.01, 0.00], [0.03, -0.04, 0.06], [0.00, -0.04, 0.01], [0.04, -0.08, -0.03], [-0.01, 0.01, -0.02], [-0.02, 0.00, -0.06], [0.02, 0.06, 0.07], [0.02, -0.13, -0.09], [-0.06, 0.16, 0.04], [0.02, 0.00, -0.10], [0.07, 0.01, 0.15], [-0.15, -0.05, -0.02], [0.06, -0.10, -0.08], [-0.06, 0.18, 0.06], [-0.01, 0.00, -0.02], [0.02, -0.03, 0.04], [0.00, 0.01, 0.03], [-0.03, 0.03, 0.04], [0.02, 0.01, 0.01], [-0.03, -0.01, -0.01], [0.01, -0.08, -0.03], [0.00, 0.03, 0.01], [-0.03, -0.01, 0.00], [0.00, -0.02, -0.02], [-0.01, 0.02, -0.01], [0.10, 0.00, 0.02], [0.02, -0.03, 0.01], [0.03, -0.08, -0.04], [-0.03, 0.01, 0.00]],
  "lowdin_charge": [-0.069, -0.344, -0.449, 1.227, -0.389, -0.355, -0.264, -0.449, 0.991, -0.736, 0.029, 0.044, -0.194, -0.010, 0.118, -0.577, 0.235, -0.012, 0.032, 0.080, -0.011, 0.000, -0.142, -0.147, -0.124, 0.010, 0.026, 0.082, 0.015, 0.099, 0.099, 0.078, 0.046, 0.129, -0.026, -0.093, -0.190, -0.221, -0.215, -0.048, -0.205, -0.233, -0.181, -0.100, 0.093, 0.083, 0.063, 0.111, 0.124, 0.123, 0.106, 0.072, 0.118, 0.116, 0.118, 0.109, 0.088, 0.074, 0.085, -0.119, -0.195, -0.224, -0.224, -0.051, -0.194, -0.231, -0.199, -0.096, 0.087, 0.082, 0.085, 0.120, 0.118, 0.121, 0.107, 0.074, 0.122, 0.117, 0.110, 0.111, 0.089, 0.074, 0.077],
  "charge": -1,
  "spin_multiplicity": 1
}

=====

No. 3
{
  "formula": "C10H22N3O",
  "method": "wB97M-V/def2-TZVPD",
  "elements": ["C", "C", "N", "C", "C", "O", "C", "C", "N", "H", "H", "H", "H", "H", "H", "H", "H", "H", "H", "H", "H", "H", "H", "H", "C", "C", "C", "C", "N", "H", "H", "H", "H", "H", "H", "H"],
  "positions_angstrom": [[5.4475, 0.4320, -0.4660], [3.9773, 0.9076, -1.0219], [2.7983, 0.1963, -0.3961], [1.4856, 0.5276, -1.1328], [0.3064, -0.2896, -0.3416], [-0.8253, 0.5296, 0.1182], [-1.3102, 1.4251, -0.9433], [-0.1619, 2.4401, -1.5240], [1.2655, 2.0175, -1.2614], [6.2235, 1.3135, -0.6709], [5.7810, -0.5824, -0.9949], [5.3874, 0.3132, 0.7087], [3.8833, 2.0654, -0.7523], [4.0153, 0.8361, -2.1991], [3.0039, -0.8359, -0.4635], [1.5879, 0.0479, -2.2068], [-0.0286, -1.2122, -1.0189], [0.7855, -0.7714, 0.6389], [-2.1394, 2.1184, -0.4362], [-1.8729, 0.8467, -1.8120], [-0.3529, 2.6438, -2.6650], [-0.3107, 3.4760, -0.9492], [1.8288, 2.3275, -2.1099], [1.6976, 2.5003, -0.4266], [-2.7500, -0.9504, 2.4580], [-2.9237, -1.9520, 1.3207], [-4.3672, -2.4360, 1.1694], [-4.8131, -3.1285, 2.4468], [-5.1831, -3.7032, 3.5066], [-2.9953, -1.3938, 3.4282], [-1.7106, -0.6112, 2.5100], [-3.3886, -0.0722, 2.3084], [-2.2610, -2.8079, 1.4978], [-2.6026, -1.4846, 0.3834], [-4.4417, -3.1400, 0.3339], [-5.0361, -1.5932, 0.9638]],
  "forces_ev_per_angstrom": [[-0.36, 0.27, 0.31], [1.23, 1.37, -0.33], [0.06, 0.85, -1.49], [0.90, -3.84, -0.12], [0.25, -1.03, 0.55], [1.29, 0.54, -2.37], [-1.20, 0.42, 0.14], [-2.48, 1.71, 0.42], [1.28, 0.00, -0.63], [-1.70, -2.15, 0.24], [-0.66, 2.33, 1.29], [0.14, 0.06, -2.48], [0.22, -2.37, -0.56], [-0.26, 0.04, 2.03], [-0.77, 1.38, 0.04], [-0.56, 1.50, 1.73], [0.44, 2.17, 1.24], [-1.05, 1.33, -2.14], [1.94, -1.65, -1.07], [1.50, 0.96, 1.69], [0.68, -0.57, 2.27], [0.48, -2.30, -1.42], [-0.60, -0.36, 1.48], [-0.74, -0.65, -0.84], [0.12, 0.06, 0.07], [0.29, 0.12, 0.20], [-0.09, -0.60, 0.97], [-2.80, -3.96, 7.06], [3.03, 4.62, -8.47], [-0.06, 0.04, -0.17], [-0.16, 0.02, -0.02], [0.08, -0.10, 0.05], [-0.17, 0.05, -0.10], [-0.13, -0.10, 0.01], [-0.15, 0.00, 0.24], [0.00, -0.18, 0.16]],
  "nbo_charge": [-0.640, -0.253, -0.640, 0.072, -0.106, -0.515, -0.106, -0.285, -0.551, 0.248, 0.234, 0.238, 0.172, 0.180, 0.396, 0.210, 0.208, 0.248, 0.243, 0.210, 0.256, 0.253, 0.461, 0.464, -0.613, -0.384, -0.500, 0.269, -0.313, 0.229, 0.210, 0.202, 0.210, 0.195, 0.251, 0.243],
  "charge": 1,
  "spin_multiplicity": 1
}

=====

No. 4
{
  "formula": "C8H30O11",
  "method": "wB97M-V/def2-TZVPD",
  "elements": ["O", "C", "C", "O", "H", "H", "H", "H", "H", "H", "O", "C", "C", "O", "H", "H", "H", "H", "H", "H", "O", "C", "C", "O", "H", "H", "H", "H", "H", "H", "O", "C", "C", "O", "H", "H", "H", "H", "H", "H", "O", "H", "H", "O", "H", "H", "O", "H", "H"],
  "positions_angstrom": [[0.3582, 2.9117, -1.8122], [1.0371, 2.0674, -2.6902], [0.0811, 1.0260, -3.2659], [-0.6913, 0.3745, -2.3083], [-0.5569, 3.1355, -2.1019], [1.5759, 2.6028, -3.4042], [1.8261, 1.6308, -2.0034], [0.5639, 0.3648, -3.9534], [-0.5670, 1.5669, -3.9432], [-1.0199, -0.3993, -2.7078], [-1.8533, 1.9376, 1.1134], [-2.6141, 0.9636, 0.5154], [-3.8333, 0.7215, 1.3903], [-3.7175, -0.2250, 2.3876], [-1.8894, 2.6897, 0.5628], [-3.0492, 1.4236, -0.4096], [-2.1200, 0.0400, 0.2734], [-4.5728, 0.3281, 0.7457], [-4.3439, 1.5820, 1.7152], [-3.7252, -1.1519, 2.0432], [2.8567, -1.0391, 0.3911], [3.0832, -1.7939, -0.7548], [2.1480, -1.3091, -1.8768], [2.0968, -2.1608, -3.0007], [2.2426, -0.2909, 0.2800], [4.1399, -1.6599, -0.9588], [2.9490, -2.8601, -0.4489], [2.5948, -0.3366, -2.2089], [1.1538, -1.2405, -1.4750], [2.5767, -1.7913, -3.7275], [-0.7581, -2.5401, 0.4802], [-0.0388, -2.6645, 1.7162], [-0.6794, -1.7966, 2.7699], [-0.1429, -1.8854, 3.9710], [-1.5624, -2.9786, 0.6029], [-0.1919, -3.6908, 1.9910], [0.9869, -2.4120, 1.5485], [-1.6851, -2.1169, 2.9112], [-0.7158, -0.7574, 2.4829], [0.5985, -2.5048, 3.9492], [1.4401, 1.1380, 2.7925], [1.2274, 1.4419, 1.8807], [1.6377, 0.2379, 2.6633], [1.1870, 3.3762, 0.7783], [1.2021, 3.0362, -0.0566], [0.3226, 3.3746, 0.9775], [0.5676, 0.5998, 0.1005], [-0.0890, 0.4660, 0.7274], [-0.0369, 0.5682, -0.6530]],
  "forces_ev_per_angstrom": [[-1.68, 1.22, 0.20], [0.07, -2.24, 2.53], [0.59, 1.45, -1.11], [0.35, 1.07, 1.12], [1.15, -0.30, -0.02], [0.57, 0.84, -1.73], [-0.83, 0.01, -0.93], [0.81, -0.86, -0.06], [-0.60, 0.54, -0.20], [-0.72, -1.61, -0.47], [1.98, -0.10, 1.42], [-2.99, 1.21, -0.47], [-0.24, -2.01, -1.92], [0.66, -1.60, 1.61], [0.19, 1.30, -0.67], [0.39, -0.81, 0.21], [0.53, -0.47, -0.01], [-1.07, -0.52, -1.44], [0.22, 1.48, 1.04], [0.01, 1.50, 0.21], [-0.33, 0.88, 1.48], [-0.30, -0.68, 0.19], [1.85, 0.16, -0.21], [-0.52, -0.85, 0.11], [0.02, -0.44, -0.33], [0.27, -0.18, -0.78], [-0.20, 0.52, -0.71], [-0.86, -0.39, 0.49], [-0.35, 0.34, 0.17], [0.48, 0.26, -0.41], [2.06, 1.48, -0.49], [-1.46, 0.11, -0.56], [-1.33, 0.40, -2.59], [2.85, -0.78, 3.77], [-1.89, -1.03, 0.16], [0.65, -0.75, 0.61], [0.70, 0.09, -0.22], [-1.45, -0.25, -0.57], [0.00, 0.57, -0.52], [-0.07, 0.23, 0.35], [-0.72, 1.72, -0.73], [0.43, 0.28, 0.93], [0.53, -1.87, 0.01], [4.65, 1.56, 2.49], [0.21, -1.40, -3.63], [-4.81, 0.05, 1.51], [1.16, 0.12, -1.76], [-1.51, -0.31, 2.86], [0.55, 0.05, -0.95]],
  "nbo_charge": [-0.736, -0.084, -0.098, -0.728, 0.474, 0.180, 0.188, 0.184, 0.155, 0.492, -0.716, -0.093, -0.077, -0.712, 0.469, 0.157, 0.172, 0.144, 0.187, 0.466, -0.764, -0.070, -0.095, -0.728, 0.503, 0.160, 0.165, 0.152, 0.193, 0.468, -0.724, -0.104, -0.063, -0.688, 0.457, 0.158, 0.202, 0.135, 0.161, 0.464, -0.944, 0.486, 0.453, -0.920, 0.474, 0.450, -0.981, 0.477, 0.498],
  "spin_multiplicity": 1,
  "smiles": "OCCO.OCCO.OCCO.OCCO.O.O.O"
}

=====

Going through the records in order, we get Kohn-Sham gap values of 0.20772; 0.23282; 0.34048; 0.35667 Eh.
Going through the records in order, we get E_tot values of -1157.35202; -2593.38454; -633.32106; -1150.28039 Ha.